No. 1
# C4H12N2

C4H12N2 as an isolated structure at a distorted geometry (wB97M-V/def2-TZVPD, the OMol25 dataset).

Atoms and positions in Å:
C 2.2398 -1.4307 -2.1774
C -1.5718 1.1504 2.4140
C -2.2214 -0.0400 0.6502
C 1.9646 -0.7398 -0.8295
N 0.8236 -0.1842 -0.5159
N -1.3874 0.8132 1.0418
H 1.9509 -2.5316 -2.0940
H 1.6184 -0.9974 -2.9948
H 3.2448 -1.2106 -2.3719
H -1.9818 0.3429 2.8677
H -0.5801 1.3778 2.7518
H -2.2058 2.0044 2.4597
H -2.8691 -0.5230 1.3595
H 0.0091 1.4349 -0.0026
H -2.2873 -0.3053 -0.4462
H 2.8139 -0.4759 -0.2421
H 0.3578 1.7278 -0.6705
H 0.0817 -0.4129 -1.1998

- LUMO level: 1.11 eV
- Gap between HOMO and LUMO: 9.66 eV


No. 2
# C4H12N2

An isolated ion of composition C4H12N2 and charge +1 at a distorted geometry (wB97M-V/def2-TZVPD, the OMol25 dataset).

Atoms and positions in Å:
N 0.9635 0.3622 -2.2997
C 1.2369 -0.5961 -1.2255
C 0.8918 -0.1715 0.2186
N -0.5056 0.1530 0.4496
C -0.7664 1.4216 1.1484
C -1.3168 -0.9635 0.8548
H 0.0857 0.1517 -2.7561
H 0.9595 1.3283 -2.0051
H 2.3309 -0.7718 -1.2938
H 0.7690 -1.5554 -1.3866
H 1.5492 0.5417 0.7300
H 1.1722 -1.0588 0.8234
H -1.8336 1.5366 0.9509
H -0.5543 1.4154 2.2167
H -0.1322 2.1575 0.6621
H -2.2909 -0.7348 1.3223
H -0.8034 -1.6455 1.5435
H -1.7552 -1.5705 0.0464

- LUMO level (alpha / beta): -2.93 / -7.73 eV
- ⟨S²⟩: 0.754
- Multiplicity: 2
- Total charge: +1
- Gap between HOMO and LUMO (alpha / beta): 10.53 / 5.66 eV


No. 3
# C4H12N2

An isolated ion of composition C4H12N2 and charge +1 at a distorted geometry (wB97M-V/def2-TZVPD, the OMol25 dataset).

Atoms and positions in Å:
C 0.4925 0.1594 1.2103
C 0.1965 -0.6242 -0.0493
C -0.7120 0.2800 -0.9182
C -1.7409 0.9529 -0.4270
N -0.5032 0.1559 -2.3803
N 1.6126 -0.5472 2.0167
H 0.9139 1.1788 1.0936
H -0.3674 0.1307 1.9033
H 1.0796 -0.9411 -0.6001
H -0.3155 -1.5466 0.2492
H -2.5487 1.3769 -1.0325
H -2.0528 1.1720 0.5826
H -0.5947 -0.8508 -2.5802
H 0.2959 0.7358 -2.6310
H -1.2793 0.4955 -2.9749
H 1.5510 -0.2988 3.0054
H 1.4501 -1.5615 1.8933
H 2.5223 -0.2677 1.6391

- LUMO level (alpha / beta): -3.21 / -3.41 eV
- ⟨S²⟩: 0.754
- Multiplicity: 2
- Total charge: +1
- Gap between HOMO and LUMO (alpha / beta): 3.81 / 9.20 eV


No. 4
# C4H12N2

A 2-piece molecular cluster, C4H12N2 overall at a distorted geometry (wB97M-V/def2-TZVPD, the OMol25 dataset).

Atoms and positions in Å:
C 0.2440 -0.6906 -1.3067
C 1.5036 -0.3697 -0.6873
C 1.0084 -0.0923 0.7823
C 0.2115 0.9353 1.0422
N 0.2453 1.4440 2.4757
N -2.3211 -1.1564 -2.1338
H -0.3167 -1.5584 -0.9863
H 0.0099 -0.3787 -2.3206
H 2.1739 -1.2326 -0.6884
H 2.0148 0.5538 -0.9394
H 1.3447 -0.7459 1.5731
H -0.4744 1.4716 0.4043
H -0.1642 2.3675 2.6401
H -0.0691 0.6936 3.0983
H 1.2532 1.5648 2.6149
H -2.7572 -2.0517 -1.9095
H -2.9676 -0.5517 -1.6169
H -2.5981 -0.9524 -3.0936

- LUMO level: -11.02 eV
- Total charge: +2
- Gap between HOMO and LUMO: 6.83 eV


No. 5
# C4H12N2O

C4H12N2O as an isolated structure at a distorted geometry (wB97M-V/def2-TZVPD, the OMol25 dataset).

Atoms and positions in Å:
C 2.2727 -0.4439 -0.0442
C 1.6763 -0.2244 -1.4264
O 1.4831 -1.3914 0.6543
H 1.8712 -1.5534 1.5198
H 3.3023 -0.8158 -0.1378
H 2.2953 0.5048 0.5102
H 2.3019 0.4626 -1.9888
H 1.6187 -1.1690 -1.9614
H 0.6760 0.1954 -1.3492
C -2.4546 1.9226 0.2951
N -2.7972 1.6442 -0.8707
C -1.4010 -1.6042 -0.5283
N -2.4134 -1.3605 -0.9923
H -3.1777 0.7016 -1.0108
H -2.5386 1.2779 1.1691
H -2.0351 2.9073 0.4787
H -0.1609 0.2649 2.5219
H -0.0588 0.4986 3.2553
H -0.4601 -1.8172 -0.0945

- LUMO level: 0.64 eV
- Gap between HOMO and LUMO: 10.17 eV


No. 6
# C4H12N2O

One molecule with the formula C4H12N2O at a distorted geometry (wB97M-V/def2-TZVPD, the OMol25 dataset).

Atoms and positions in Å:
C 1.1710 -0.4221 1.7731
C -0.0237 0.3197 1.2655
O 0.4222 1.6905 1.2025
C -0.5938 -0.1474 -0.0821
N -1.4569 0.9176 -0.5917
C 0.5338 -0.4114 -1.0787
N 0.1210 -0.8171 -2.4183
H 2.0181 -0.1202 1.1672
H 1.2739 -0.2302 2.8252
H 1.0779 -1.4917 1.6652
H -0.7903 0.3100 2.0458
H -0.1015 2.1506 0.5313
H -1.1409 -1.0787 0.1127
H -1.9227 0.5796 -1.4214
H -2.0985 1.2671 0.1014
H 1.2692 -1.1118 -0.6989
H 1.0446 0.5268 -1.1830
H -0.2596 -1.7548 -2.3880
H -0.5439 -0.1763 -2.8279

- LUMO level: 0.89 eV
- SMILES: C[C@@H](O)[C@@H](N)CN
- Gap between HOMO and LUMO: 10.06 eV


No. 7
# C4H12N2O

A 2-piece molecular cluster, C4H12N2O overall (wB97M-V/def2-TZVPD, the OMol25 dataset).

Atoms and positions in Å:
C 1.1133 1.6465 1.1743
N -0.2358 1.5660 0.6527
N -0.3150 0.8841 -0.5430
C -1.6962 0.5816 -0.8584
O 0.2150 1.6950 -1.6462
H 1.7853 2.2525 0.5538
H 1.5094 0.6345 1.2436
H 1.0655 2.0797 2.1709
H -0.6718 2.4909 0.6108
H -2.0812 -0.0469 -0.0592
H -1.7183 0.0372 -1.7997
H -2.3105 1.4849 -0.9453
H 0.9658 1.1981 -1.9891
C 0.7976 -2.3079 -0.0407
C -0.0036 -3.1917 0.5168
H 1.7905 -2.5734 -0.3685
H 0.4964 -1.2839 -0.1921
H 0.2891 -4.2177 0.6727
H -0.9955 -2.9294 0.8466

- LUMO level: 0.99 eV
- SMILES: CNN(C)O.C=C
- Gap between HOMO and LUMO: 10.11 eV


No. 8
# C4H12N2O

A 3-piece molecular cluster, C4H12N2O overall (wB97M-V/def2-TZVPD, the OMol25 dataset).

Atoms and positions in Å:
C 1.9810 0.0272 0.4285
C -0.1111 -0.3464 0.7181
C -3.1734 -0.4986 -0.3010
C 2.5051 0.0843 -0.9806
N -0.1022 0.7178 -0.0852
N -2.1379 0.0775 0.5241
O 2.3087 1.0597 1.2683
H 1.9678 1.8801 0.8870
H -0.2547 0.4139 -1.0472
H -2.4976 0.8170 1.1255
H 2.1873 -0.9143 0.9339
H -0.0172 -0.1850 1.7840
H -0.2249 -1.3748 0.3838
H -3.9245 -1.0615 0.2798
H -3.7272 0.2391 -0.9011
H -2.7247 -1.2159 -1.0002
H 2.2473 1.0264 -1.4664
H 2.1008 -0.7366 -1.5765
H 3.5976 -0.0099 -0.9750

- LUMO level (alpha / beta): 0.64 / 0.26 eV
- Gap between HOMO and LUMO (alpha / beta): 8.34 / 6.79 eV


What did we get for ΔE to the lowest compared entry with this formula, charge and spin? Answer: 436.4, 79.5, 247.3, 421.2, 343.0, 106.5, 408.1, 687.1 kJ/mol, in the order shown.
What did we get for calculated total energy? Answer: -7318.5060, -7313.6200, -7311.8811, -7301.3681, -9367.6391, -9370.0903, -9366.9642, -9364.0730 eV, in the order shown.